(1)
The following is a DFT calculation (ωB97M-V with the def2-TZVPD basis set) of C29H28Br2N4O4Ti as an isolated structure.

XYZ file:
```
68
Properties=species:S:1:pos:R:3:forces:R:3:nbo_charge:R:1
Ti 1.090448 -1.126133 2.274132 0.6 -0.3 0.2 1.7965
N -0.949061 -0.736454 2.811699 0.0 0.1 0.2 -0.8770
C -1.262684 0.664897 2.578575 0.0 0.0 -0.1 0.0807
C -2.323203 1.332729 3.114214 -0.1 -0.1 0.1 -0.1371
C -2.549609 2.682194 2.769326 0.0 0.1 0.0 -0.1736
C -1.732331 3.324533 1.882444 -0.1 0.1 0.0 -0.1407
C -0.623209 2.649771 1.320720 0.1 0.0 -0.1 -0.1127
C 0.267018 3.214044 0.382803 0.0 0.0 0.0 -0.0221
C 1.312492 2.472798 -0.114115 0.0 0.2 -0.1 -0.2679
C 1.512839 1.176016 0.345956 -0.1 -0.1 0.2 0.1371
N 0.701835 0.617227 1.246685 0.1 0.0 -0.2 -0.5775
C -0.387524 1.321375 1.704598 0.1 -0.1 0.0 0.2330
H -1.185299 -1.006447 3.767494 0.0 0.0 0.0 0.4470
H -1.465293 -1.342718 2.158353 -0.1 0.0 0.0 0.4629
H -3.001945 0.831989 3.795147 0.0 0.0 0.0 0.2491
H -3.391796 3.200863 3.205814 0.0 0.0 0.0 0.2559
H -1.920688 4.353882 1.604105 0.0 0.0 0.0 0.2488
H 0.114816 4.235180 0.053699 0.0 0.0 0.0 0.2519
H 1.994259 2.882436 -0.845734 0.0 0.0 0.0 0.2642
H 2.353128 0.584090 0.003079 0.0 0.0 0.0 0.2494
Br -0.952829 -4.004011 3.797150 0.0 0.0 0.0 0.1069
C 0.797506 -4.705316 4.140514 -0.1 0.1 0.0 -0.5002
Br 2.207216 -3.393188 3.828808 -0.1 0.0 0.0 0.1707
H 0.976936 -5.536659 3.472769 0.0 0.0 -0.1 0.2555
H 0.864951 -4.989746 5.181772 0.0 0.0 0.0 0.2578
O 3.004081 -0.657861 2.347468 -0.1 0.1 0.1 -0.6459
C 2.875151 -0.064774 3.493819 -0.1 0.2 0.4 0.7026
C 3.846375 0.747255 4.284286 0.0 0.0 0.0 -0.5116
C 2.986358 1.190813 5.481577 0.0 0.0 -0.1 -0.5193
C 1.606817 0.587915 5.238160 0.1 0.1 0.2 0.7022
O 0.604753 0.709951 5.867473 0.0 0.0 0.0 -0.4857
N 1.686011 -0.184548 4.041844 -0.1 0.0 -0.3 -0.6950
H 4.233378 1.569997 3.681986 0.0 0.0 0.0 0.2736
H 4.700192 0.125340 4.558947 0.0 0.0 0.0 0.2821
H 2.891911 2.272345 5.559148 0.0 0.0 0.0 0.2715
H 3.363713 0.832569 6.437891 0.0 0.0 0.0 0.2775
C -2.791356 2.442451 -5.176760 0.0 0.0 0.0 -0.6401
C -2.668873 0.964769 -4.903227 0.0 0.0 0.0 -0.0118
C -3.240399 0.047184 -5.781373 0.0 0.1 0.0 -0.1890
C -3.136184 -1.317001 -5.574041 0.0 -0.1 0.0 -0.1895
C -2.451631 -1.793199 -4.467750 -0.1 -0.1 0.0 -0.2099
C -1.891455 -0.890211 -3.583500 0.1 0.1 0.1 0.0840
N -1.181303 -1.378377 -2.431713 0.1 -0.1 -0.2 -0.5697
C 0.158844 -1.513052 -2.399448 -0.1 0.0 0.2 0.2797
C 0.937709 -1.191488 -3.535960 0.2 0.0 0.0 -0.2819
C 2.298009 -1.350113 -3.519553 -0.1 0.0 -0.1 -0.1147
C 2.977139 -1.836304 -2.386327 0.1 -0.1 0.1 -0.2567
C 2.260529 -2.134739 -1.265701 -0.1 0.1 0.0 -0.1625
C 0.853315 -1.951086 -1.228980 0.0 -0.1 0.1 -0.2625
C 0.131440 -2.154453 -0.009471 -0.3 -0.1 -0.6 0.7493
O -1.059398 -2.046081 0.205461 0.0 0.0 0.1 -0.6124
O 0.938131 -2.439536 1.117417 0.0 0.3 0.1 -0.6964
C -1.981353 0.487367 -3.781121 0.1 0.1 0.0 0.0385
C -1.292264 1.417218 -2.813819 -0.1 0.0 0.0 -0.6591
H -3.296848 2.619436 -6.123333 0.0 0.0 0.0 0.2349
H -1.810745 2.920884 -5.228572 0.0 0.0 0.0 0.2197
H -3.364731 2.946135 -4.394905 0.0 0.0 0.0 0.2210
H -3.773779 0.413374 -6.650429 0.0 0.0 0.0 0.2260
H -3.584565 -2.007802 -6.275565 0.0 0.0 0.0 0.2328
H -2.352309 -2.855972 -4.285351 0.0 0.0 0.0 0.2270
H -1.706758 -1.713698 -1.640820 0.0 0.0 0.0 0.4342
H 0.433680 -0.845885 -4.428378 0.0 0.0 0.0 0.2492
H 2.864059 -1.115648 -4.412698 0.0 0.0 0.0 0.2372
H 4.047033 -1.988689 -2.417257 0.0 0.0 0.0 0.2369
H 2.756946 -2.524588 -0.387858 0.0 0.0 0.0 0.2263
H -0.217370 1.456954 -3.021817 0.0 0.0 0.0 0.2167
H -1.420146 1.068293 -1.785146 0.0 0.0 0.0 0.2034
H -1.682079 2.431504 -2.884607 0.0 0.0 0.0 0.2287
```
Forces are in eV/Å.

E_LUMO	-7.995	eV
HOMO	-13.01	eV
relative energy (zero: lowest compared OMol25 entry of this formula, charge and spin)	21.4	kcal/mol
net charge	+2

(2)
The following is a DFT calculation (ωB97M-V with the def2-TZVPD basis set) of C29H28Cl3GeN2OV as an isolated structure.

XYZ file:
```
65
Properties=species:S:1:pos:R:3:forces:R:3:lowdin_spin:R:1
V -1.927480 0.115768 -2.052713 -0.4 0.2 0.2 2.4018
Cl -1.908807 -4.660001 -7.296882 0.0 0.0 0.0 0.0003
C -2.249767 -3.728380 -5.867013 0.0 0.0 0.0 0.0013
C -1.378601 -2.729082 -5.476117 0.0 0.0 0.0 0.0010
C -1.681867 -2.014552 -4.335653 0.0 0.0 0.0 0.0111
Cl -0.599443 -0.723058 -3.814732 0.2 -0.2 -0.4 0.0475
C -2.822853 -2.217536 -3.536501 0.0 -0.1 0.0 0.0095
O -3.076996 -1.520293 -2.468771 0.1 0.2 -0.1 0.0279
C -3.662208 -3.255930 -3.994907 0.0 0.0 0.0 0.0006
Cl -5.087681 -3.607982 -3.072453 0.0 0.0 0.0 0.0010
C -3.393037 -3.994878 -5.129958 0.0 0.0 0.0 0.0009
H -0.486937 -2.509951 -6.046259 0.0 0.0 0.0 0.0000
H -4.074411 -4.775144 -5.437539 0.0 0.0 0.0 0.0000
C -0.801912 1.051571 -1.066592 0.0 0.2 0.3 -0.3796
Ge 0.342199 1.851406 0.210163 0.2 0.0 -0.1 -0.0843
C -0.195301 1.323772 2.055862 0.1 0.0 0.0 -0.0111
C 0.696647 0.887051 3.037268 0.0 -0.1 0.0 -0.0014
C 0.252205 0.484428 4.295192 0.0 0.0 0.0 -0.0007
C -1.102088 0.524524 4.600466 0.0 0.0 0.0 -0.0003
C -2.004782 0.974091 3.642623 0.0 0.0 0.0 -0.0006
C -1.552829 1.362504 2.388241 0.0 0.0 0.0 -0.0057
C 0.281952 3.817666 0.243056 0.0 0.0 -0.1 -0.0088
C 1.260726 4.640533 0.797736 0.0 0.0 0.0 -0.0008
C 1.106289 6.020258 0.824867 0.0 0.0 0.0 -0.0006
C -0.038871 6.601679 0.298665 0.0 0.0 0.0 0.0000
C -1.020767 5.797527 -0.261924 0.0 0.0 0.0 -0.0003
C -0.857157 4.418573 -0.292489 0.0 0.0 0.0 -0.0026
C 2.204307 1.186129 0.035099 0.0 0.0 0.0 -0.0094
C 3.280365 1.572796 0.837579 0.0 -0.1 0.1 -0.0008
C 4.540505 1.007122 0.685590 0.0 0.0 0.0 -0.0005
C 4.756556 0.036447 -0.282837 0.0 0.0 0.0 -0.0001
C 3.708022 -0.349200 -1.106620 0.0 0.0 0.0 -0.0005
C 2.451955 0.224344 -0.947854 0.0 0.1 -0.1 -0.0074
H 1.758365 0.843583 2.820127 0.0 0.0 0.0 -0.0001
H 0.967208 0.159532 5.043205 0.0 0.0 0.0 -0.0001
H -1.450028 0.230434 5.583297 0.0 0.0 0.0 0.0000
H -3.061660 1.024350 3.876501 0.0 0.0 0.0 -0.0001
H -2.268942 1.695237 1.643340 0.0 0.0 0.0 -0.0036
H 2.166011 4.213865 1.212750 0.0 0.0 0.0 -0.0001
H 1.881877 6.641958 1.255533 0.0 0.0 0.0 -0.0001
H -0.161157 7.677441 0.319933 0.0 0.0 0.0 0.0000
H -1.911978 6.245154 -0.684786 0.0 0.0 0.0 0.0000
H -1.609260 3.791661 -0.760712 0.0 0.0 0.0 0.0004
H 3.143313 2.322734 1.608515 0.0 0.0 0.0 -0.0001
H 5.356422 1.329075 1.321406 0.0 0.0 0.0 -0.0001
H 5.739121 -0.401818 -0.405696 0.0 0.0 0.0 0.0000
H 3.873668 -1.082146 -1.887792 0.0 0.0 0.0 -0.0001
H 1.646192 -0.043179 -1.626945 0.0 0.0 0.0 -0.0062
N -0.062696 -3.058791 2.322057 0.0 0.0 0.0 0.0010
C 1.226225 -2.847483 1.571242 0.0 0.0 0.0 0.0006
C 0.912734 -2.933458 0.080983 0.0 0.0 0.0 0.0005
N -0.109850 -2.016139 -0.342803 0.0 -0.2 0.1 0.0042
C -1.328812 -2.057555 0.437351 0.3 0.2 0.0 0.0123
C -1.086068 -2.016422 1.936014 0.0 0.0 0.0 0.0012
H 0.098837 -3.016036 3.327203 0.0 0.0 0.0 0.0001
H -0.423572 -3.989709 2.105994 0.0 0.0 0.0 0.0000
H 1.933096 -3.608090 1.902294 0.0 0.0 0.0 0.0001
H 1.587204 -1.855807 1.846876 0.0 0.0 0.0 0.0000
H 0.599610 -3.961579 -0.150508 0.0 0.0 0.0 -0.0002
H 1.829844 -2.746993 -0.477463 0.0 0.0 0.0 0.0000
H 0.198959 -1.048819 -0.442008 -0.1 0.0 -0.2 -0.0041
H -1.932785 -2.924400 0.148017 -0.1 0.1 0.0 0.0000
H -1.844637 -1.120146 0.197237 -0.3 -0.2 0.0 0.0067
H -1.984061 -2.189585 2.526343 0.0 -0.1 0.0 0.0000
H -0.641118 -1.069070 2.227901 0.0 0.1 0.0 0.0001
```
Forces are in eV/Å.

E_LUMO (alpha / beta)	-0.631 / -0.635	eV
2S+1	3
HOMO (alpha / beta)	-5.99 / -6.38	eV
relative energy (zero: lowest compared OMol25 entry of this formula, charge and spin)	6.2	kcal/mol
net charge	0

(3)
The following is a DFT calculation (ωB97M-V with the def2-TZVPD basis set) of C29H28Cl3GeNO2Pd as an isolated structure.

XYZ file:
```
65
Properties=species:S:1:pos:R:3:forces:R:3:lowdin_spin:R:1
Pd 1.009095 -0.063442 -0.904025 0.0 0.0 0.2 0.6525
Cl 1.813524 -4.360027 -6.960331 -0.1 0.1 0.2 0.0002
C 1.223253 -3.567730 -5.505739 0.0 0.0 -0.1 0.0008
C 1.943604 -2.530766 -4.944179 0.1 0.0 0.0 -0.0002
C 1.466538 -1.920391 -3.801935 0.1 0.2 0.1 0.0002
Cl 2.397145 -0.587084 -3.134831 0.0 -0.2 -0.3 0.0161
C 0.263377 -2.282335 -3.133721 -0.1 0.0 0.0 0.0027
O -0.188600 -1.731519 -2.079228 0.2 0.1 0.0 0.0440
C -0.419156 -3.349576 -3.787537 -0.1 0.0 0.0 0.0021
Cl -1.934870 -3.857413 -3.078270 0.1 0.0 -0.1 0.0005
C 0.033015 -3.977762 -4.929015 -0.1 -0.1 0.0 0.0001
H 2.869392 -2.197411 -5.392609 0.0 0.0 0.0 -0.0001
H -0.542007 -4.782310 -5.366683 0.0 0.0 0.0 0.0000
C 2.153618 -2.875481 1.443734 0.1 -0.2 0.0 0.0231
Ge 1.632710 -0.995424 1.192849 0.0 0.4 0.1 0.1089
C 3.227954 -0.028222 1.919801 0.1 0.0 0.2 0.0309
C 3.687723 -0.297239 3.213418 0.0 0.0 0.0 0.0043
C 4.791125 0.354353 3.752594 0.0 0.0 -0.1 0.0013
C 5.470577 1.306413 3.000429 -0.1 -0.1 0.0 -0.0002
C 5.031566 1.594812 1.714769 0.0 0.0 0.0 0.0003
C 3.924629 0.934084 1.187411 0.0 0.0 0.1 0.0115
C 0.316529 -0.710172 2.681302 -0.1 0.0 0.0 0.0208
C -0.104122 -1.771003 3.442821 -0.1 0.0 0.2 0.0065
C -1.076682 -1.634063 4.471977 0.2 -0.1 -0.2 0.0005
C -1.635349 -0.422017 4.731518 0.0 0.1 -0.1 0.0038
C -1.249808 0.714374 3.969954 -0.1 0.0 0.2 0.0006
C -1.832841 1.985626 4.213215 0.0 -0.1 0.0 -0.0001
C -1.475042 3.074429 3.471822 0.1 0.0 -0.1 -0.0002
C -0.505005 2.939767 2.449712 -0.1 0.0 0.1 0.0009
C 0.077741 1.728252 2.207483 0.0 -0.1 0.0 0.0113
C -0.277794 0.569794 2.953193 0.2 0.1 -0.2 0.0043
H 2.495758 -3.038415 2.469789 0.0 -0.1 0.0 0.0033
H 2.976929 -3.099636 0.763068 0.0 0.0 0.0 0.0007
H 1.334634 -3.563324 1.225146 0.0 0.0 0.0 0.0003
H 3.162988 -1.026381 3.825661 0.0 0.0 0.0 0.0007
H 5.117415 0.124121 4.760679 0.0 0.0 0.0 0.0002
H 6.329872 1.819934 3.415315 0.0 0.0 0.0 0.0000
H 5.549720 2.337943 1.119493 0.0 0.0 0.0 0.0001
H 3.593194 1.173892 0.181891 0.0 0.0 0.0 0.0098
H 0.304864 -2.758015 3.266370 0.0 0.0 0.0 0.0006
H -1.374634 -2.502935 5.047969 0.0 0.0 0.0 0.0000
H -2.381693 -0.303050 5.509725 0.0 0.0 0.0 0.0003
H -2.576162 2.072452 4.998679 0.0 0.0 0.0 0.0000
H -1.932218 4.037895 3.664145 0.0 0.0 0.0 0.0000
H -0.223137 3.796261 1.848765 0.0 0.0 0.0 0.0002
H 0.808764 1.635879 1.411675 0.0 0.0 0.0 0.0136
O -0.353564 2.011929 -1.131809 -0.2 -0.1 0.0 0.0154
C -1.545823 1.706300 -1.260550 0.1 0.0 0.0 0.0043
C -2.620527 2.759749 -1.350381 -0.1 0.0 0.0 0.0006
C -3.089055 2.952693 -2.806939 0.0 0.1 0.1 0.0001
C -3.134978 1.659625 -3.619174 0.1 0.0 0.0 0.0000
C -3.927171 0.533506 -2.962000 -0.1 0.0 0.0 0.0000
C -3.334687 0.025971 -1.625062 0.2 0.0 0.0 0.0000
N -1.965280 0.438468 -1.379609 0.1 0.1 0.2 0.0003
H -2.208708 3.680314 -0.942172 0.0 0.0 0.0 0.0000
H -3.465416 2.464480 -0.723573 0.0 0.0 0.0 0.0002
H -2.417792 3.657270 -3.302143 0.0 0.0 0.0 0.0000
H -4.080735 3.414628 -2.795788 0.0 0.0 0.0 0.0000
H -2.114345 1.311032 -3.797620 0.0 0.0 0.0 0.0000
H -3.560674 1.868231 -4.603230 0.0 0.0 0.0 0.0000
H -3.990155 -0.302057 -3.661347 0.0 0.0 0.0 0.0000
H -4.954876 0.867580 -2.783112 0.0 0.0 0.0 0.0000
H -3.304561 -1.061986 -1.622334 -0.1 0.0 0.0 0.0001
H -3.968224 0.325489 -0.787746 0.0 0.1 0.0 0.0000
H -1.241557 -0.280361 -1.353681 -0.1 -0.1 -0.2 0.0016
```
Forces are in eV/Å.

E_LUMO (alpha / beta)	2.703 / 2.668	eV
2S+1	2
HOMO (alpha / beta)	-3.97 / -4.79	eV
relative energy (zero: lowest compared OMol25 entry of this formula, charge and spin)	0.0	kcal/mol
net charge	-1

(4)
The following is a DFT calculation (ωB97M-V with the def2-TZVPD basis set) of one molecule with the formula C29H28N2O3S.

XYZ file:
```
63
Properties=species:S:1:pos:R:3:forces:R:3:nbo_charge:R:1
C -4.827075 -2.571703 0.969242 0.1 0.2 -0.1 -0.6372
C -3.654011 -2.349070 0.068508 -0.1 0.5 -0.1 0.0037
C -3.260888 -1.125350 -0.315873 -0.3 -0.2 0.1 0.0577
C -3.833896 0.161499 0.213057 -0.3 -0.3 -0.1 0.7932
O -4.937702 0.583346 -0.004926 0.0 0.0 0.0 -0.5756
O -2.913815 0.736586 0.974478 0.3 -0.2 0.3 -0.5039
C -3.147180 2.064223 1.469624 -0.1 0.5 0.0 -0.1141
C -1.895842 2.863867 1.228822 -0.2 -0.1 0.1 0.0292
C -0.770789 2.633115 2.011055 -0.1 0.1 0.0 -0.2391
C 0.408686 3.309273 1.756742 0.1 0.0 0.1 -0.2051
C 0.473641 4.221243 0.717398 0.0 0.1 0.0 -0.2062
C -0.643986 4.454395 -0.064543 0.0 0.1 0.0 -0.2003
C -1.823821 3.776337 0.186405 0.0 0.0 0.2 -0.2056
N -2.136497 -0.945569 -1.106467 -0.2 -0.1 0.0 -0.4377
C -1.279336 0.095866 -1.336269 0.1 0.3 -0.3 0.7095
O -1.452205 1.281025 -1.370490 0.1 0.1 0.0 -0.5692
C -0.125804 -0.862623 -1.676086 0.2 -0.3 -0.2 -0.1174
N 0.911236 -0.991899 -0.693360 0.1 0.1 0.0 -0.4472
C 2.120182 -1.597335 -1.230424 -0.1 0.0 -0.1 -0.2579
C 3.031324 -2.070669 -0.131850 0.1 0.0 -0.1 0.0520
C 4.366261 -1.695022 -0.098861 -0.1 -0.1 -0.1 -0.2278
C 5.195406 -2.143012 0.915727 0.1 0.0 0.0 -0.2193
C 4.694432 -2.966275 1.908773 0.1 0.0 0.1 -0.2058
C 3.361917 -3.345351 1.880601 -0.1 -0.1 0.1 -0.2138
C 2.535367 -2.903627 0.864015 0.1 0.0 0.0 -0.2265
C 1.145646 0.118397 0.220649 0.0 0.0 0.1 -0.2537
C 2.075209 1.191373 -0.293581 0.1 0.0 0.1 -0.0631
C 1.724413 1.986179 -1.377975 0.1 -0.1 -0.1 -0.1612
C 2.595829 2.950694 -1.852082 0.0 0.0 -0.1 -0.2261
C 3.826787 3.137470 -1.246736 0.1 0.1 0.0 -0.2232
C 4.179893 2.357161 -0.159299 0.1 0.1 0.0 -0.2077
C 3.310022 1.389357 0.310876 -0.1 0.0 0.0 -0.2132
C -1.215676 -1.968705 -1.549450 -0.1 -0.7 0.0 -0.1593
S -1.065767 -3.278295 -0.311410 0.0 0.1 -0.1 0.2053
C -2.880300 -3.571532 -0.326547 0.6 0.1 -0.2 -0.5506
H -5.464266 -3.356178 0.562824 -0.1 0.0 0.0 0.2186
H -4.489154 -2.892681 1.955096 0.0 -0.1 0.1 0.2177
H -5.412887 -1.664095 1.074751 -0.1 0.0 0.1 0.2378
H -4.011022 2.487064 0.948497 0.1 0.0 0.1 0.2178
H -3.368191 1.978905 2.539222 0.0 0.0 -0.2 0.1948
H -0.820536 1.913166 2.815536 0.0 -0.1 0.1 0.2116
H 1.281542 3.118069 2.363300 0.1 0.0 0.1 0.2150
H 1.397975 4.741023 0.513828 0.1 0.0 0.0 0.2180
H -0.594525 5.159672 -0.880618 0.0 0.1 -0.1 0.2113
H -2.689293 3.947484 -0.435646 -0.1 0.0 -0.1 0.2149
H 0.257808 -0.740745 -2.700378 -0.1 0.0 0.1 0.2034
H 2.663217 -0.903737 -1.895257 0.0 -0.1 0.0 0.1864
H 1.806954 -2.465493 -1.821152 0.1 0.1 -0.1 0.2101
H 4.758968 -1.045421 -0.868536 0.0 0.1 -0.1 0.2148
H 6.233618 -1.844544 0.931780 0.1 0.0 0.0 0.2123
H 5.340474 -3.312562 2.702293 0.0 0.0 0.1 0.2108
H 2.967534 -3.989994 2.652458 0.0 -0.1 0.1 0.2122
H 1.495795 -3.193812 0.832631 -0.1 0.0 0.1 0.2240
H 1.569326 -0.312997 1.133346 -0.1 0.2 0.0 0.2108
H 0.179665 0.559529 0.475487 0.1 -0.1 0.1 0.2328
H 0.756166 1.868483 -1.838283 -0.2 0.0 0.0 0.2235
H 2.309401 3.563109 -2.694826 0.0 0.1 -0.1 0.2114
H 4.506068 3.891605 -1.617301 0.1 0.1 0.0 0.2117
H 5.135962 2.501096 0.323366 0.1 0.0 0.0 0.2103
H 3.591269 0.779744 1.158330 0.0 -0.1 0.1 0.2156
H -1.526086 -2.425711 -2.495031 0.0 0.1 0.1 0.2019
H -3.052239 -4.376842 0.385039 -0.1 0.0 0.0 0.2397
H -3.141007 -3.923723 -1.327145 -0.1 -0.1 0.1 0.2281
```
Forces are in eV/Å.

E_LUMO	0.559	eV
HOMO	-8.51	eV
relative energy (zero: lowest compared OMol25 entry of this formula, charge and spin)	23.3	kcal/mol
net charge	0